[1]
Molecular formula: C13H50N22O13
Method: DFT, ωB97M-V with the def2-TZVPD basis set

```
98
Properties=species:S:1:pos:R:3:mulliken_charge:R:1
O -0.85 -1.73 18.41 -0.579
O 6.96 3.31 16.31 -0.659
O 4.17 2.17 20.53 -0.784
O -1.95 5.77 15.21 -0.644
O 2.02 6.25 21.18 -0.736
O -1.74 1.92 20.90 -0.425
O 3.87 -0.42 16.13 -0.562
O -1.48 3.55 23.52 -0.709
O 1.69 0.48 17.88 0.261
O -5.95 -1.04 18.19 -0.682
O 2.45 -0.40 21.77 -0.830
O -0.41 1.20 12.44 -0.708
O -1.29 0.82 17.35 -0.155
N 0.27 5.07 23.51 -0.326
N 4.47 0.04 19.62 -0.159
N -2.32 4.30 16.87 -0.225
N 4.83 2.80 15.89 -0.100
N 4.34 -2.10 14.75 -0.463
N -3.91 -0.74 17.27 -0.257
N -3.86 2.37 21.51 -0.434
N -3.65 4.29 15.05 -0.287
N -0.63 -3.50 19.75 -0.404
N -4.12 -1.85 19.22 -0.389
N 4.13 -2.47 17.04 -0.358
N -0.92 2.88 13.91 -0.174
N -3.55 1.53 19.49 -0.209
N 1.43 1.61 21.19 0.611
N 3.65 4.73 21.39 -0.320
N 2.71 5.02 19.37 -0.125
N 1.12 -2.09 19.50 -0.143
N 0.46 0.14 22.61 -0.296
N -1.18 0.73 14.48 -0.160
N 6.07 3.87 14.30 -0.438
N 5.53 1.78 18.77 -0.324
N -0.42 4.12 21.62 -0.250
C -0.61 4.22 22.97 0.611
C -2.67 4.91 15.68 0.378
C -0.40 1.56 18.15 -0.494
C -2.92 1.99 20.61 0.544
C 6.00 3.35 15.53 0.643
C 4.61 1.38 19.72 0.194
C -0.94 1.61 13.47 0.487
C -4.75 -1.23 18.19 0.586
C 4.07 -1.62 15.98 0.595
C -0.14 -2.40 19.19 0.331
C 0.99 1.69 17.55 -0.431
C 2.74 5.40 20.64 0.429
C 1.49 0.40 21.76 0.663
H 5.07 -0.67 19.24 0.319
H 3.97 3.02 15.43 0.178
H -4.52 1.73 19.35 0.229
H -1.52 4.73 17.31 0.160
H -0.05 -4.16 20.25 0.167
H 0.43 -0.57 23.32 0.231
H 2.59 0.40 17.54 -0.207
H -2.94 -0.97 17.32 0.120
H -0.27 0.83 22.52 0.111
H -4.36 -0.11 16.62 0.125
H 3.94 -0.31 20.42 0.179
H 0.33 4.62 21.16 0.171
H -3.12 -1.89 19.16 0.232
H 4.09 -1.93 17.88 0.134
H -4.82 2.22 21.28 0.136
H 0.89 5.63 22.95 0.153
H 5.29 4.27 13.81 0.196
H 4.17 -1.39 14.04 0.244
H 2.19 5.57 18.71 0.211
H 4.77 2.22 16.70 -0.008
H -0.66 2.58 18.39 0.000
H 1.02 1.88 16.47 0.275
H 0.57 2.13 21.25 -0.192
H 6.09 1.05 18.38 0.156
H -0.91 3.42 21.07 0.091
H 4.55 -3.39 16.99 0.204
H 1.50 2.57 17.96 0.021
H 2.18 2.02 20.65 -0.301
H -4.58 -1.94 20.11 0.197
H -1.45 0.88 15.44 0.165
H 3.87 4.88 22.36 0.251
H 3.84 3.76 21.15 0.340
H 4.68 -3.01 14.51 0.162
H 3.25 4.26 19.00 0.045
H 1.50 -2.41 20.38 0.292
H -0.44 3.57 13.36 0.177
H 0.10 5.47 24.42 0.256
H 7.04 4.01 14.06 0.231
H -3.07 1.04 18.74 -0.123
H -1.30 3.12 14.81 0.177
H -3.57 2.76 22.39 0.263
H 5.84 2.74 18.76 0.184
H -0.92 -0.21 14.22 0.172
H -3.87 4.31 14.07 0.215
H -2.72 3.43 17.18 0.163
H 1.42 -1.22 19.07 -0.128
H -1.02 -0.11 17.36 0.578
H -0.37 0.94 19.05 0.514
H -4.26 3.69 15.58 0.177
H -1.48 -3.92 19.42 0.262
```

Results
- SMILES = NC(N)=O.NC(N)=O.NC(N)=O.NC(N)=O.NC(N)=O.NC(N)=O.NC(N)=O.NC(N)=O.NC(N)=O.NC(N)=O.NC(N)=O.OCCO
- total charge = 0
- highest occupied orbital energy (eV) = -9.4
- Kohn-Sham gap (eV) = 9.397
- energy above the lowest of the compared OMol25 structures with the same formula, charge and spin (eV) = 2.8214
- 2S+1 = 1

=====

[2]
Molecular formula: C10H41BrN20O13S
Method: DFT, ωB97M-V with the def2-TZVPD basis set

```
86
Properties=species:S:1:pos:R:3:mulliken_charge:R:1
Br -4.35 -2.38 -0.70 0.145
S -1.65 -1.63 -0.56 0.726
O 2.85 -3.54 -4.53 -0.666
O -13.81 -3.66 5.50 -0.665
O 3.90 3.46 -0.34 -0.708
O -4.19 -1.81 2.50 -0.604
O -2.03 -5.66 -3.78 -0.676
O -0.94 -3.00 -1.35 -0.520
O -0.62 -0.47 -0.59 -0.483
O 4.64 -2.32 -0.05 -0.691
O -1.71 3.27 -4.69 -0.673
O -3.09 -1.21 -1.43 -0.323
O 6.20 3.97 2.76 -0.685
O 8.01 8.96 2.18 -0.688
O -8.62 -4.75 4.52 -0.695
N -1.40 1.69 -3.12 -0.236
N 5.25 3.80 -2.11 -0.373
N -2.65 -0.22 2.91 -0.336
N 9.87 9.82 1.23 -0.391
N 4.67 -3.78 -5.84 -0.412
N 3.93 -0.36 0.80 -0.330
N 9.25 10.47 3.31 -0.389
N -3.36 1.81 -4.23 -0.333
N -4.52 -0.35 4.18 -0.363
N -12.78 -3.51 3.50 -0.352
N -7.76 -4.35 2.47 -0.319
N 7.07 6.03 3.05 -0.312
N -1.17 -5.26 -5.83 -0.371
N 2.57 -1.57 -0.55 -0.185
N 4.26 -5.27 -4.19 -0.373
N 5.76 5.59 1.26 -0.272
N -11.72 -4.47 5.25 -0.295
N -6.74 -3.52 4.31 -0.315
N -0.15 -4.43 -3.98 -0.156
N 4.12 1.85 -1.90 -0.321
C -1.17 -5.15 -4.48 0.669
C 3.77 -1.47 0.06 0.635
C -2.13 2.32 -4.06 0.621
C -3.81 -0.85 3.15 0.720
C 4.39 3.07 -1.38 0.756
C 6.33 5.13 2.38 0.549
C -12.83 -3.87 4.79 0.603
C 3.86 -4.15 -4.83 0.669
C 8.98 9.70 2.24 0.642
C -7.76 -4.24 3.81 0.584
H 9.71 9.26 0.41 0.218
H -5.40 -0.80 4.39 0.194
H 10.67 10.42 1.27 0.167
H -3.95 2.26 -4.93 0.200
H 3.48 1.27 -1.38 0.084
H -8.51 -4.88 2.05 0.198
H 5.51 -4.27 -6.10 0.157
H 8.60 10.41 4.09 0.221
H 5.09 -5.79 -4.42 0.165
H -0.48 -4.84 -6.42 0.169
H -13.60 -3.05 3.11 0.207
H 4.41 -2.94 -6.35 0.225
H -1.23 -3.78 -0.77 0.360
H -0.46 2.03 -2.96 0.103
H 1.85 -0.88 -0.47 0.155
H -3.73 1.03 -3.72 0.149
H 5.86 6.54 0.93 0.140
H 5.19 4.95 0.73 0.220
H -11.72 -4.76 6.22 0.177
H -1.73 0.90 -2.59 0.144
H -2.09 -0.57 2.14 0.130
H -6.70 -3.41 5.32 0.186
H 7.52 5.72 3.90 0.198
H 7.19 6.99 2.76 0.232
H -11.98 -3.67 2.90 0.162
H 5.66 3.50 -2.98 0.159
H -2.32 0.57 3.44 0.156
H -0.11 -4.33 -2.98 0.077
H 5.48 4.72 -1.76 0.209
H 0.56 -4.00 -4.55 0.142
H -10.91 -4.65 4.69 0.179
H -1.92 -5.79 -6.24 0.221
H 10.04 11.08 3.38 0.168
H 2.41 -2.39 -1.12 0.114
H -7.07 -3.93 1.87 0.159
H -4.23 0.44 4.73 0.165
H 4.51 1.51 -2.76 0.146
H 3.22 0.35 0.91 0.171
H 4.81 -0.25 1.28 0.179
H 3.68 -5.59 -3.42 0.222
H -6.03 -3.09 3.75 0.167
```

Results
- total charge = 0
- highest occupied orbital energy (eV) = -9.1
- Kohn-Sham gap (eV) = 7.248
- 2S+1 = 1

=====

Q: Which of these has the highest Kohn-Sham gap?
A: C13H50N22O13

=====

Q: Which formula does entry 2 have?
A: C10H41BrN20O13S

=====

Q: Which value of total charge does entry 1 give?
A: 0

=====

Q: The highest Kohn-Sham gap belongs to which entry?
A: C13H50N22O13